16
Properties=species:S:1:pos:R:3:lowdin_charge:R:1 method="wB97M-V/def2-TZVPD" total_charge=-1 fmax_ev_per_a=5.017 orbital_gap_ha="0.23625 / 0.23628" lumo_ha="0.142 / 0.142" de_lowest_ev=2.424
C 3.81420 1.44328 -1.15758 -0.075
C 3.29996 0.50604 -0.65025 -0.043
C -1.36426 0.20737 -0.77403 -0.184
C -1.96377 -0.19139 0.55868 -0.104
C -0.42828 -0.27450 0.25617 -0.349
C 0.30067 -1.50873 0.19271 -0.215
N 1.59983 -1.68998 0.51606 -0.254
O 2.16691 -2.87914 0.58955 -0.329
H 4.53236 1.96594 -1.75177 -0.015
H -1.56130 -0.52642 -1.59178 0.098
H -1.20360 1.24774 -1.20438 0.106
H -2.19204 0.54125 1.21248 0.034
H -2.59041 -1.07380 0.55688 0.088
H 0.25039 0.49798 0.67939 0.134
H -0.25043 -2.32415 -0.26502 0.086
H 2.45623 -0.09350 -0.09118 0.022

14
Properties=species:S:1:pos:R:3:lowdin_charge:R:1 method="wB97M-V/def2-TZVPD" fmax_ev_per_a=7.188 orbital_gap_ha=0.37409 lumo_ha=0.032 de_lowest_ev=3.887
C -1.80955 -0.64780 -0.29070 -0.033
C -0.44010 -0.32120 0.42773 -0.150
O 0.51287 -1.11156 -0.43418 -0.117
C 1.80513 -0.53045 -0.09789 -0.079
C 1.96781 0.88025 0.00566 -0.152
O 1.02156 1.72432 -0.54078 0.013
C -0.31150 1.27436 -0.03067 -0.232
O -1.37254 1.90556 0.01786 0.095
H -1.81354 -1.62016 -0.24121 0.004
H -2.77506 -0.29896 0.23041 0.119
H -1.98519 -0.33092 -1.33938 0.108
H -0.26018 -0.49961 1.43734 0.124
H 2.58164 -1.40013 0.11697 0.152
H 2.87863 0.97628 0.73883 0.148

86
Properties=species:S:1:pos:R:3:lowdin_charge:R:1 method="wB97M-V/def2-TZVPD" total_charge=+1 fmax_ev_per_a=0.645 orbital_gap_ha=0.30618 lumo_ha=-0.092
C -2.20065 3.12501 -2.89230 -0.108
C -1.30037 2.04609 -3.52179 -0.230
C 0.16703 2.42829 -3.72339 -0.179
O 1.04518 1.89622 -2.72189 -0.116
C 1.46499 2.64931 -1.63646 -0.621
O 0.68393 3.74082 -1.35403 0.036
O 2.85623 2.96536 -1.80287 -0.129
C 3.25225 3.61252 -2.96060 -0.921
Cl 4.79128 2.86342 -3.50418 0.600
P 3.70299 5.45080 -2.77831 0.605
O 3.07969 5.62724 -1.28144 -0.382
Br 1.95263 6.17527 -4.03483 0.288
C 1.50939 1.70699 -0.38700 -0.574
I -0.60394 1.30753 0.06713 1.232
C 2.30027 0.42450 -0.77380 -0.164
C 1.75910 -1.00957 -0.88508 -0.693
C 1.20371 -1.70678 0.36102 -0.159
Br 0.56041 -1.28537 -2.42105 0.708
O 2.13115 2.51055 0.53196 -0.084
C 2.41007 2.41133 1.93967 -0.300
C 3.09699 3.77590 2.15265 -0.093
C 4.30066 4.00532 1.26887 -0.223
N 4.92008 5.09769 1.12679 0.099
C 1.11815 2.39931 2.78454 -0.150
C 0.65610 1.06123 3.37849 -0.335
C -0.81304 1.13078 3.79257 -0.644
I -1.75569 -0.79304 3.75029 0.768
B 3.42149 1.27500 2.47176 -0.598
O 3.21655 -0.04496 2.18423 0.186
O 4.49666 1.64417 3.25432 0.028
C 4.44709 1.51569 4.67028 -0.047
H -2.75013 2.73437 -2.03222 0.045
H -2.95334 3.46681 -3.60766 0.069
H -1.62820 3.99127 -2.56062 0.063
H -1.69234 1.78976 -4.51209 0.107
H -1.32527 1.12121 -2.94002 0.047
H 0.53990 1.99564 -4.65644 0.132
H 0.27765 3.51181 -3.82226 0.091
H 0.88660 4.48393 -1.93697 0.067
H 2.55113 3.44712 -3.77604 0.039
H 3.29881 6.49911 -0.92843 0.059
H 2.77250 0.65018 -1.73236 0.118
H 3.12784 0.34699 -0.06398 0.120
H 2.62938 -1.58488 -1.20434 0.085
H 2.03589 -2.17582 0.89080 0.080
H 0.51568 -2.50408 0.07202 0.046
H 0.71574 -1.03339 1.05743 -0.001
H 3.36078 3.91198 3.20362 0.127
H 2.35190 4.54245 1.89910 0.143
H 4.66903 3.14899 0.69884 0.126
H 4.49333 5.82988 1.69965 0.053
H 1.26135 3.10660 3.61015 0.132
H 0.32120 2.82424 2.16335 0.067
H 1.24100 0.83199 4.27815 0.118
H 0.80317 0.24133 2.67552 0.038
H -1.39939 1.78139 3.14759 0.021
H -0.93850 1.42628 4.83287 0.040
H 3.76561 -0.62062 2.72992 0.131
H 3.82146 2.29905 5.11032 0.095
H 5.46166 1.62006 5.05473 0.098
H 4.06648 0.53455 4.97683 0.094
C -6.10797 -7.65110 -1.16340 -0.067
O -5.88332 -7.02060 0.09850 -0.179
C -4.55043 -6.87589 0.52901 -0.201
C -4.27459 -5.40019 0.73847 -0.079
N -4.55080 -4.65256 -0.53032 0.070
C -3.54711 -4.77733 -1.63980 -0.075
C -2.32002 -3.95409 -1.30078 -0.216
O -2.71343 -2.61764 -1.13357 -0.193
C -2.59630 -2.05510 0.17630 -0.124
H -6.81503 -8.46654 -1.02615 0.097
H -6.54083 -6.93843 -1.87055 0.088
H -5.18321 -8.05573 -1.57918 0.090
H -3.85489 -7.32972 -0.18221 0.121
H -4.40873 -7.37601 1.48978 0.141
H -3.25673 -5.19909 1.06374 0.132
H -4.97053 -5.00190 1.47508 0.147
H -4.64072 -3.65059 -0.33881 0.163
H -5.47201 -4.96874 -0.84653 0.167
H -4.02906 -4.36053 -2.52255 0.146
H -3.32647 -5.82874 -1.81211 0.133
H -1.61928 -4.03486 -2.13525 0.131
H -1.80725 -4.32894 -0.40966 0.122
H -2.05903 -2.72015 0.85680 0.067
H -3.58726 -1.83311 0.58761 0.084
H -2.03632 -1.12723 0.09255 -0.013

70
Properties=species:S:1:pos:R:3:lowdin_spin:R:1 method="wB97M-V/def2-TZVPD" total_charge=+2 fmax_ev_per_a=7.240 orbital_gap_ha="0.18607 / 0.19348" s_squared=3.791 multiplicity=4 lumo_ha="-0.314 / -0.307" de_lowest_ev=6.561
P -0.08165 -2.12901 -3.33315 0.139
P 0.28195 1.13108 -4.47153 0.021
C -0.51095 -1.49993 -5.09223 0.021
C 0.23141 -0.28639 -5.59708 0.004
H -1.60689 -1.44104 -5.20895 0.001
H -0.19068 -2.33161 -5.73383 0.000
H 1.28587 -0.46388 -5.84926 0.000
H -0.19902 0.05369 -6.54980 0.000
C -0.25708 2.41384 -5.83776 0.007
H -0.66609 3.39106 -5.53564 0.000
H -1.02595 2.05966 -6.53317 0.000
H 0.55432 2.70403 -6.53223 0.000
C 2.03193 1.67700 -4.61106 0.004
H 2.30830 1.86907 -5.64801 0.000
H 2.64498 0.86514 -4.22778 0.001
H 2.24814 2.58417 -4.04081 0.000
C -1.61598 -3.07784 -3.14380 0.045
H -1.49830 -3.68618 -2.24173 0.001
H -1.77493 -3.73158 -4.01411 0.006
H -2.48861 -2.40829 -3.00109 0.000
C 1.39284 -3.07155 -3.87670 0.046
H 2.23219 -2.45863 -4.23759 0.001
H 0.98677 -3.64329 -4.71868 0.006
H 1.68993 -3.75731 -3.07716 0.004
Tc 1.04683 -0.98476 -2.00760 2.336
C -0.57995 4.05715 -2.95924 -0.003
C -1.96025 4.00806 -2.91904 0.001
C -3.05620 3.27598 -3.61232 0.007
C -2.78464 1.71365 -3.86927 0.006
C -2.11795 1.27567 -2.55200 0.082
C -0.76419 1.50700 -2.61453 0.002
C 0.34527 2.22282 -1.93636 0.010
C 0.12793 3.71561 -1.70116 0.000
C 2.80319 -1.31045 -0.88478 0.037
H -0.04961 4.23461 -3.90274 0.000
H -2.36894 4.61059 -2.12267 0.000
H -3.41079 3.65744 -4.57068 0.000
H -3.91189 3.29885 -2.88883 0.000
H -3.58022 1.09987 -4.28961 0.000
H -1.93068 1.62709 -4.54832 0.000
H -2.65660 0.84458 -1.67842 0.001
H 2.38937 -0.30579 -2.58106 0.007
H 1.24363 2.11059 -2.57602 0.003
H 0.74238 1.75019 -1.03491 0.004
H -0.50606 3.91837 -0.83800 0.000
H 1.06806 4.23984 -1.54625 0.000
H 3.21616 -0.33204 -0.56065 0.020
H 3.63502 -1.78494 -1.43478 0.010
H 2.59765 -1.93683 -0.01277 0.010
C -1.28105 1.79629 1.04046 0.001
C 0.04716 1.15115 1.43507 0.004
C 0.88472 2.21747 2.10962 0.001
O 0.83723 0.59224 0.37485 0.040
B 0.24076 -0.68168 -0.06023 0.087
O -0.42600 -1.17182 1.08032 0.017
C -0.22188 -0.22512 2.18498 0.002
C 1.03802 -0.61778 2.97300 0.001
C -1.37850 -0.15806 3.16305 0.000
H -1.80701 2.22506 1.91771 0.000
H -1.96509 1.10279 0.54356 0.000
H -1.08398 2.60176 0.33812 0.000
H 1.06519 3.01548 1.38601 0.000
H 0.38411 2.65485 2.98408 0.000
H 1.85820 1.84342 2.42268 0.000
H 1.17885 0.08275 3.80884 0.000
H 0.94107 -1.62444 3.40772 0.000
H 1.96686 -0.59482 2.37606 0.000
H -2.29592 -0.00462 2.60163 0.000
H -1.41689 -1.08413 3.74309 0.000
H -1.19080 0.69099 3.84495 0.000